[1]
Formula: C32H56HgN4O2S3
Source: the OMol25 dataset
Level of theory: ωB97M-V/def2-TZVPD

Values from the calculation:
ΔE to the lowest compared entry with this formula, charge and spin	173.2	kJ/mol
HOMO (spin up / spin down)	-3.470 / -3.470	eV
Kohn-Sham gap (spin up / spin down)	5.73 / 4.75	eV

Geometry as ORCA input:
```
! RIJCOSX wB97M-V def2-TZVPD def2/J DEFGRID3
* xyz -1 2
Hg -0.336 2.115 0.824
C 2.778 -1.153 -1.319
C 3.646 -1.509 -0.250
C 3.279 -2.835 0.187
C 2.213 -3.235 -0.628
C 1.878 -2.208 -1.569
C 0.629 -2.171 -2.429
C 0.579 -0.827 -3.216
C 0.645 -3.344 -3.428
C -0.553 -2.175 -1.465
C 3.753 -3.697 1.358
C 2.869 -4.960 1.463
C 3.728 -2.981 2.778
C 5.168 -4.223 1.096
C 4.723 -0.552 0.167
C 4.293 0.207 1.391
C 5.006 0.377 -0.999
C 6.065 -1.318 0.451
H 2.673 -0.131 -1.672
H 1.586 -4.139 -0.432
H 1.319 -0.694 -3.999
H 0.618 0.056 -2.542
H -0.384 -0.789 -3.733
H 1.479 -3.322 -4.134
H -0.244 -3.257 -4.036
H 0.693 -4.349 -2.967
H -0.470 -1.388 -0.768
H -0.612 -3.075 -0.777
H -1.573 -2.101 -1.900
H 1.796 -4.672 1.630
H 3.131 -5.589 2.344
H 2.966 -5.597 0.567
H 2.927 -2.217 2.923
H 4.663 -2.498 3.074
H 3.533 -3.762 3.549
H 5.389 -4.214 0.022
H 5.197 -5.216 1.530
H 5.998 -3.618 1.503
H 3.539 0.946 1.130
H 5.229 0.690 1.777
H 3.858 -0.405 2.248
H 4.285 1.161 -1.193
H 5.170 -0.179 -1.952
H 5.922 0.907 -0.740
H 5.926 -1.999 1.306
H 6.952 -0.748 0.861
H 6.461 -1.981 -0.360
N -1.250 5.947 -1.998
C -0.832 5.472 -0.814
S 0.647 4.726 -0.512
N -1.723 5.433 0.200
N -1.251 4.817 1.247
C -1.875 4.664 2.360
C -1.298 4.135 3.578
C -1.889 4.355 4.796
C -1.220 3.898 5.964
C 0.014 3.221 5.844
C 0.487 3.028 4.552
N -0.094 3.539 3.489
H -0.608 5.958 -2.787
H -2.120 6.458 -2.079
H -2.887 5.070 2.530
H -2.777 5.007 4.915
H -1.705 3.987 6.903
H 0.531 2.943 6.780
H 1.415 2.500 4.309
C -0.252 -2.023 3.871
S -0.943 -1.993 2.175
C -2.733 -1.459 2.360
O -0.938 -3.491 1.816
H -0.955 -2.589 4.521
H -0.146 -1.004 4.340
H 0.737 -2.490 3.869
H -3.148 -1.303 1.355
H -2.804 -0.467 2.837
H -3.322 -2.240 2.943
C -2.875 2.722 -5.627
C -3.837 1.576 -5.742
C -4.744 1.498 -4.496
S -3.958 1.587 -2.781
O -3.465 0.222 -2.480
C -5.529 1.880 -1.753
C -5.599 1.134 -0.446
C -6.548 -0.109 -0.442
H -3.411 3.663 -5.362
H -2.275 2.897 -6.567
H -2.120 2.509 -4.874
H -3.277 0.604 -5.817
H -4.512 1.546 -6.640
H -5.314 0.559 -4.443
H -5.414 2.348 -4.484
H -6.385 1.633 -2.420
H -5.468 2.958 -1.598
H -5.787 1.797 0.430
H -4.617 0.691 -0.218
H -7.601 0.272 -0.446
H -6.447 -0.694 0.487
H -6.268 -0.724 -1.318
*
```

=====

[2]
Formula: C32H56IrN3OP2
Source: the OMol25 dataset
Level of theory: ωB97M-V/def2-TZVPD

Values from the calculation:
ΔE to the lowest compared entry with this formula, charge and spin	44.7	kJ/mol
HOMO (spin up / spin down)	-14.215 / -18.072	eV
Kohn-Sham gap (spin up / spin down)	6.24 / 4.71	eV

Geometry as ORCA input:
```
! RIJCOSX wB97M-V def2-TZVPD def2/J DEFGRID3
* xyz 3 6
C -0.721 -2.301 -1.407
C 1.525 -2.144 -0.688
C -0.456 -3.485 -2.104
C 1.771 -3.446 -1.207
C 0.790 -4.093 -1.930
H -1.240 -3.918 -2.724
H 2.766 -3.852 -1.040
H 0.981 -5.074 -2.366
N 0.228 -1.718 -0.669
P -2.300 -0.650 0.163
P 2.327 0.384 0.338
C -2.067 -1.610 -1.432
H -2.098 -0.918 -2.285
H -2.862 -2.340 -1.624
C -0.151 1.681 1.485
O -0.112 2.650 2.134
C 2.525 -1.261 -0.262
H 3.539 -1.677 -0.205
C 3.340 1.165 -1.144
C 3.429 0.633 1.913
C -3.568 0.708 -0.255
C -3.042 -2.034 1.219
C 2.887 2.621 -1.207
H 3.109 3.168 -0.282
H 3.400 3.136 -2.033
H 1.807 2.681 -1.377
C 4.861 1.062 -0.979
H 5.263 1.601 -0.118
H 5.185 0.015 -0.940
H 5.328 1.499 -1.876
C 3.059 0.400 -2.445
H 3.582 0.895 -3.277
H 3.431 -0.631 -2.392
H 1.995 0.349 -2.691
C 3.747 2.133 2.058
H 2.823 2.728 2.092
H 4.276 2.286 3.011
H 4.393 2.525 1.266
C 2.663 0.219 3.167
H 1.739 0.787 3.309
H 2.420 -0.847 3.176
H 3.299 0.411 4.045
C 4.697 -0.229 1.903
H 5.394 -0.007 1.094
H 5.238 -0.034 2.843
H 4.457 -1.299 1.867
C -3.341 -1.430 2.594
H -3.887 -2.178 3.188
H -2.413 -1.190 3.122
H -3.956 -0.522 2.546
C -2.049 -3.197 1.374
H -1.824 -3.673 0.412
H -1.121 -2.885 1.852
H -2.522 -3.953 2.020
C -4.313 -2.640 0.595
H -4.512 -3.591 1.108
H -5.197 -2.014 0.735
H -4.204 -2.873 -0.469
C -3.491 0.971 -1.760
H -3.894 0.136 -2.349
H -4.094 1.859 -2.001
H -2.458 1.168 -2.067
C -3.190 1.994 0.494
H -2.214 2.378 0.175
H -3.945 2.758 0.262
H -3.179 1.847 1.582
C -5.015 0.352 0.103
H -5.397 -0.479 -0.500
H -5.151 0.145 1.171
H -5.637 1.229 -0.134
Ir -0.084 0.126 0.502
N -0.186 0.848 -1.290
C 0.120 1.321 -2.313
C -0.062 2.345 -3.459
C 1.004 2.147 -4.529
C -1.427 2.195 -4.120
C -0.002 3.777 -2.930
H 2.011 2.326 -4.135
H 0.948 1.134 -4.946
H 0.832 2.863 -5.346
H -2.229 2.568 -3.474
H -1.432 2.817 -5.023
H -1.640 1.161 -4.412
H -0.173 4.454 -3.778
H -0.795 3.950 -2.190
H 0.965 4.029 -2.485
C -1.214 -1.808 5.604
C 0.097 -1.579 4.834
C -0.091 -1.274 3.430
N -0.061 -0.971 2.303
H -1.821 -0.895 5.606
H -1.008 -2.071 6.646
H -1.799 -2.621 5.157
H 0.659 -0.744 5.283
H 0.732 -2.476 4.889
*
```